Computed, not measured: the ion C19H34N7O2S2 with charge +1 at a distorted geometry, with ωB97M-V/def2-TZVPD.

Structure (ORCA input):
```
! RIJCOSX wB97M-V def2-TZVPD def2/J DEFGRID3
* xyz 1 1
C 1.008 0.739 3.066
C 0.026 -0.533 2.737
C 0.805 -1.595 1.706
N -0.062 -2.063 0.575
N -0.977 -3.033 0.967
C -1.848 -3.544 -0.159
O -2.939 -4.530 -0.209
C -4.132 -3.710 -0.603
C -4.453 -2.480 0.432
N -4.000 -1.113 -0.033
C -5.101 -0.078 0.016
C -4.932 1.014 1.247
C -3.478 1.770 1.285
O -5.960 2.093 1.107
N -1.283 -2.708 -1.309
C -0.184 -1.747 -0.884
N 0.547 -0.818 -1.562
C 1.595 0.126 -1.041
C 3.123 -0.474 -1.016
C 0.257 -0.720 -3.076
C 1.412 -1.692 -3.792
C 2.603 -0.846 -4.539
S 4.353 -1.490 -4.129
C 5.577 -0.075 -4.047
S 5.433 1.135 -5.276
N 6.682 0.112 -3.032
C 6.751 -0.159 -1.545
C 8.188 0.259 -0.822
N 8.951 0.774 -2.024
C 8.080 0.694 -3.293
H 0.459 1.770 2.989
H 1.959 0.804 2.357
H 1.452 0.580 4.161
H -1.039 -0.251 2.341
H -0.153 -1.092 3.777
H 1.024 -2.552 2.386
H 1.854 -1.169 1.412
H -1.027 -3.355 1.960
H -4.017 -3.374 -1.718
H -5.064 -4.454 -0.556
H -3.942 -2.715 1.485
H -5.623 -2.517 0.655
H -3.713 -1.235 -1.029
H -5.001 0.558 -0.989
H -6.190 -0.508 0.021
H -5.088 0.518 2.309
H -3.374 2.504 2.218
H -2.643 0.940 1.450
H -3.184 2.328 0.295
H -5.604 2.829 1.720
H 1.339 0.578 0.034
H 1.594 1.075 -1.765
H 3.750 0.177 -1.795
H 3.187 -1.588 -1.436
H 3.662 -0.367 0.019
H 0.374 0.397 -3.471
H -0.807 -1.116 -3.361
H 0.852 -2.387 -4.559
H 1.818 -2.416 -2.936
H 2.431 -0.999 -5.709
H 2.576 0.299 -4.293
H 5.907 -0.616 -0.877
H 8.472 0.170 0.315
H 8.564 1.080 -4.287
*
```

Gap between HOMO and LUMO, eV: 6.815
HOMO, eV: -10.18
Energy relative to the best compared isomer or geometry (same formula, charge and spin), kcal/mol: 376.6

=====

Computed, not measured: a structure of composition C26H32N3O5P2S2Ta, with ωB97M-V/def2-TZVPD.

Structure (ORCA input):
```
! RIJCOSX wB97M-V def2-TZVPD def2/J DEFGRID3
* xyz 2 1
Ta 0.057 -0.368 0.302
O 4.217 -0.399 0.299
C 3.159 -0.723 0.738
O 2.003 -0.434 0.081
C 2.941 -1.335 2.116
C 2.193 -0.282 2.949
C 2.240 -0.599 4.435
C 1.265 -1.791 4.542
C 0.830 -1.976 3.100
O 0.797 -0.587 2.587
C 1.950 -2.548 2.224
C 1.411 -2.917 0.863
O 1.980 -3.623 0.086
O 0.229 -2.316 0.578
H 3.921 -1.568 2.523
H 2.422 0.748 2.696
H 3.255 -0.839 4.747
H 1.901 0.252 5.022
H 1.728 -2.696 4.932
H 0.409 -1.554 5.171
H -0.144 -2.431 2.956
H 2.443 -3.418 2.652
C -4.951 -2.573 -0.414
S -4.793 -1.446 0.982
C -3.184 -0.841 0.838
S -2.163 -1.276 -0.499
N -2.826 -0.027 1.789
N -1.577 0.491 1.606
C -1.312 1.521 2.327
C -0.060 2.210 2.103
C 0.300 3.351 2.800
C 1.497 3.976 2.483
C 2.286 3.442 1.477
C 1.865 2.295 0.826
N 0.713 1.683 1.130
H -5.961 -2.971 -0.332
H -4.238 -3.390 -0.341
H -4.852 -2.049 -1.361
H -2.056 1.888 3.025
H -0.354 3.735 3.572
H 1.806 4.867 3.013
H 3.226 3.895 1.193
H 2.470 1.840 0.054
C 2.083 -0.923 -2.802
P 0.389 -1.177 -2.218
C 0.079 -2.940 -2.452
C -0.685 -0.315 -3.388
C -0.906 -0.818 -4.667
C -1.731 -0.137 -5.549
C -2.337 1.050 -5.161
C -2.113 1.561 -3.892
C -1.290 0.878 -3.001
P -0.894 1.563 -1.375
C -2.398 2.373 -0.766
C 0.193 2.967 -1.783
H 2.141 -1.217 -3.851
H 2.766 -1.535 -2.213
H 2.378 0.121 -2.703
H 0.281 -3.203 -3.490
H -0.952 -3.185 -2.204
H 0.747 -3.500 -1.800
H -0.443 -1.742 -4.987
H -1.903 -0.534 -6.540
H -2.983 1.579 -5.848
H -2.587 2.493 -3.611
H -3.165 1.633 -0.543
H -2.773 3.069 -1.515
H -2.168 2.943 0.135
H -0.273 3.550 -2.579
H 1.160 2.613 -2.143
H 0.341 3.615 -0.920
*
```

Gap between HOMO and LUMO, eV: 6.654
HOMO, eV: -14.02
Energy relative to the best compared isomer or geometry (same formula, charge and spin), kcal/mol: 0.0

=====

Computed, not measured: the molecule C4H7N3 at a distorted geometry, with ωB97M-V/def2-TZVPD.

Structure (ORCA input):
```
! RIJCOSX wB97M-V def2-TZVPD def2/J DEFGRID3
* xyz 0 1
C 3.721 -0.800 -0.081
C 2.681 -0.192 -0.052
C 1.446 0.710 0.037
N 0.271 0.142 0.469
C -0.814 -0.034 -0.236
N -1.959 -0.349 0.454
N -3.067 -0.269 -0.384
H 4.987 -1.029 -0.116
H 1.843 1.540 0.793
H 1.442 1.261 -0.906
H -1.029 0.355 -1.299
H -2.035 -0.586 1.459
H -3.797 -1.100 -0.202
H -3.690 0.350 0.064
*
```

Gap between HOMO and LUMO, eV: 9.560
HOMO, eV: -8.66
Energy relative to the best compared isomer or geometry (same formula, charge and spin), kcal/mol: 118.8
SMILES: C#CC/N=C/NN

=====

Computed, not measured: a cluster of 4 separate species, C3H6O2 in total at a distorted geometry, with ωB97M-V/def2-TZVPD.

Structure (ORCA input):
```
! RIJCOSX wB97M-V def2-TZVPD def2/J DEFGRID3
* xyz 0 1
C -1.847 0.060 -0.024
C 0.450 0.363 0.069
C 1.759 -0.399 -0.011
H -1.992 0.608 -0.939
H -2.521 -0.808 0.104
H -2.061 0.801 0.763
H 2.623 0.239 -1.114
H 2.421 -0.129 1.403
H 1.427 -1.783 -0.348
O -0.607 -0.527 0.081
O 0.348 1.575 0.016
*
```

Gap between HOMO and LUMO, eV: 10.813
HOMO, eV: -10.57
Energy relative to the best compared isomer or geometry (same formula, charge and spin), kcal/mol: 125.5

=====

Number 1: energy -2073.6526 Ha. Number 2: energy -3086.2177 Ha. Number 3: energy -320.6939 Ha. Number 4: energy -268.2053 Ha.